[1]
A 3-piece molecular cluster, C24H43BCl2N2O11P2S overall in a non-equilibrium geometry, computed with the ωB97M-V functional and the def2-TZVPD basis.

Last column: Mulliken charge in e.
Cartesian coordinates (Å):
C 0.56 -4.90 0.97  -0.871
C 0.71 -4.04 2.25  -0.726
C 1.60 -2.77 2.09  0.002
C 3.11 -3.07 1.95  -1.323
N 1.04 -1.92 1.00  0.488
C 0.31 -0.77 1.39  -0.032
O -0.47 -0.73 2.30  -0.632
C 0.81 0.32 0.42  0.465
C 0.59 1.70 0.38  0.279
C -0.32 2.31 1.45  -1.190
C -1.78 1.75 1.44  -0.675
C -2.84 2.90 1.56  -0.834
S -4.48 2.20 1.93  1.224
O -4.38 0.94 2.62  -0.631
O -5.22 3.16 2.72  -0.672
O -5.24 2.02 0.52  -0.491
C 1.22 2.44 -0.68  1.119
P 0.95 4.28 -0.73  -0.591
P 1.77 5.06 1.15  0.961
O 2.28 3.99 2.03  -0.596
O 2.95 6.15 0.85  -0.526
O 0.61 5.87 2.01  -0.509
C 2.06 1.82 -1.65  -0.382
C 2.70 2.68 -2.76  -0.925
Cl 2.16 2.16 -4.42  -0.173
C 4.25 2.81 -2.66  0.359
C 4.86 2.35 -1.31  -1.127
Cl 4.64 4.60 -2.83  -0.209
C 2.28 0.41 -1.55  0.261
B 3.23 -0.47 -2.52  0.767
O 4.41 -0.94 -1.90  -0.722
N 2.93 -0.80 -3.89  -0.086
C 3.77 -1.93 -4.38  -1.204
C 1.52 -1.33 -3.91  -0.721
C 1.65 -0.32 -0.53  0.410
C 1.69 -1.82 -0.23  -0.052
O 2.14 -2.72 -0.92  -0.661
H -0.07 -4.42 0.20  0.186
H 0.09 -5.85 1.26  0.459
H 1.57 -5.12 0.59  0.165
H 1.05 -4.63 3.13  0.443
H -0.31 -3.66 2.51  0.289
H 1.47 -2.19 3.02  0.389
H 3.24 -3.79 1.11  0.250
H 3.43 -3.61 2.86  0.396
H 3.71 -2.17 1.76  0.369
H 0.14 2.06 2.43  0.423
H -0.37 3.41 1.43  0.205
H -1.90 1.15 2.36  0.408
H -2.00 1.14 0.54  0.403
H -2.87 3.53 0.65  0.352
H -2.58 3.49 2.46  0.434
H -5.47 1.07 0.46  0.374
H -0.44 4.57 -0.71  0.078
H 2.68 6.60 0.03  0.335
H -0.10 6.11 1.39  0.348
H 2.29 3.70 -2.66  0.435
H 4.71 2.34 -3.54  0.393
H 4.26 2.62 -0.43  0.207
H 5.12 1.28 -1.38  0.146
H 5.83 2.89 -1.20  0.527
H 4.33 -1.89 -1.75  0.327
H 3.65 -1.99 -5.48  0.346
H 4.84 -1.75 -4.20  0.337
H 3.51 -2.89 -3.90  0.364
H 0.80 -0.55 -4.24  0.224
H 1.17 -1.67 -2.92  0.138
H 1.43 -2.21 -4.57  0.393
C -0.30 -7.56 -3.19  -1.106
C -0.68 -6.93 -1.87  0.028
O 0.03 -7.53 -0.79  -0.494
H -0.51 -8.63 -3.18  0.275
H -0.85 -7.11 -4.02  0.339
H 0.77 -7.45 -3.38  0.336
H -1.75 -7.06 -1.67  0.295
H -0.47 -5.86 -1.88  0.049
H 0.97 -7.41 -0.96  0.290
C -9.02 3.20 4.53  -0.916
C -8.92 4.34 3.53  -0.206
O -7.63 4.94 3.57  -0.491
H -8.82 3.56 5.54  0.254
H -10.01 2.75 4.50  0.314
H -8.28 2.43 4.30  0.270
H -9.65 5.12 3.76  0.284
H -9.12 3.99 2.51  0.237
H -6.99 4.25 3.35  0.330

Calculated values
- SMILES = CC[C@@H](C)N1C(=O)c2c(CCCS(=O)(=O)O)c(PP(=O)(O)O)c([C@H](Cl)[C@H](C)Cl)c(B(O)N(C)C)c2C1=O.CCO.CCO
- gap between HOMO and LUMO (eV) = 8.434
- LUMO level (eV) = -1.2

***

[2]
C24H43BF5N5PScSi as an isolated structure, computed with the ωB97M-V functional and the def2-TZVPD basis.

Last column: Mulliken charge in e.
Cartesian coordinates (Å):
Sc 1.34 1.32 1.09  0.770
C 2.94 0.73 -1.51  -0.758
Si 4.23 0.43 -0.16  -0.104
C 5.43 1.86 -0.15  -0.985
C 5.17 -1.15 -0.51  -1.085
N 3.23 0.44 1.25  0.603
C 3.68 0.43 2.55  0.558
C 4.99 0.16 2.98  -0.098
C 5.34 0.20 4.32  -0.923
C 4.42 0.52 5.30  -0.419
C 3.11 0.79 4.93  -1.064
C 2.80 0.73 3.60  0.614
F 1.47 1.00 3.22  -0.273
H 3.34 0.56 -2.51  0.593
H 2.61 1.78 -1.49  0.248
H 2.07 0.07 -1.39  -0.155
H 5.94 1.95 -1.12  0.367
H 6.19 1.76 0.62  0.340
H 4.89 2.80 0.02  0.255
H 5.60 -1.10 -1.51  0.352
H 4.52 -2.03 -0.46  0.308
H 5.99 -1.31 0.20  0.320
H 5.73 -0.09 2.24  0.189
H 6.37 -0.01 4.60  0.400
H 4.70 0.56 6.35  0.382
H 2.34 1.04 5.65  0.445
N -0.20 0.25 0.65  -0.197
P -1.32 -0.26 -0.29  -1.397
N -1.01 -0.02 -1.92  0.920
C -0.69 1.36 -2.29  0.094
C -0.34 1.44 -3.77  -1.022
C -1.55 1.08 -4.64  -0.742
C -2.47 0.09 -3.91  -0.757
C -1.66 -0.80 -2.98  -0.746
N -1.63 -1.91 -0.26  0.734
C -0.59 -2.78 -0.83  -0.665
C -1.16 -4.17 -1.08  -0.896
C -1.71 -4.77 0.21  -0.796
C -2.70 -3.80 0.87  -0.901
C -2.06 -2.43 1.04  -0.553
N -2.77 0.43 0.13  1.057
C -2.81 1.52 1.12  -0.391
C -4.24 1.97 1.36  -1.059
C -5.15 0.77 1.61  -0.671
C -5.14 -0.19 0.41  -0.778
C -4.02 0.14 -0.57  -0.473
H 0.15 1.71 -1.69  -0.369
H -1.53 2.04 -2.08  0.256
H 0.49 0.75 -3.96  0.269
H 0.03 2.44 -4.00  0.507
H -1.21 0.65 -5.58  0.295
H -2.11 1.98 -4.89  0.365
H -3.01 -0.53 -4.63  0.505
H -3.22 0.62 -3.32  0.032
H -0.89 -1.32 -3.57  0.435
H -2.28 -1.58 -2.53  0.484
H 0.26 -2.84 -0.14  0.359
H -0.22 -2.34 -1.76  0.383
H -0.39 -4.81 -1.51  0.369
H -1.97 -4.09 -1.82  0.252
H -0.88 -4.94 0.90  0.315
H -2.17 -5.73 0.03  0.405
H -3.02 -4.18 1.84  0.413
H -3.59 -3.70 0.24  0.263
H -1.20 -2.50 1.72  0.279
H -2.77 -1.73 1.49  0.353
H -2.19 2.36 0.80  0.045
H -2.39 1.15 2.07  0.348
H -4.61 2.54 0.50  0.321
H -4.26 2.65 2.21  0.456
H -6.17 1.11 1.82  0.396
H -4.80 0.26 2.51  0.298
H -6.09 -0.16 -0.13  0.488
H -5.02 -1.22 0.76  0.101
H -4.31 0.99 -1.19  0.464
H -3.85 -0.70 -1.24  0.184
F 0.65 3.10 0.25  -0.250
B 1.63 4.07 0.83  0.379
F 2.21 3.18 1.83  -0.375
F 0.99 5.11 1.39  -0.312
F 2.56 4.35 -0.13  -0.357

Calculated values
- gap between HOMO and LUMO (eV) = 8.352
- relative energy (zero: lowest compared OMol25 entry of this formula, charge and spin) (kcal per mole) = 8.4
- LUMO level (eV) = 0.6

***

[3]
A 7-piece molecular cluster, C24H43BrCl12N2 overall in a non-equilibrium geometry, computed with the ωB97M-V functional and the def2-TZVPD basis.

Last column: Mulliken charge in e.
Cartesian coordinates (Å):
C -3.37 3.63 -4.22  -0.880
C -2.17 4.48 -3.51  -0.392
C -0.76 4.03 -4.21  -0.868
C 0.49 4.12 -3.17  0.077
C 1.78 4.81 -3.86  -1.337
C 0.80 2.75 -2.38  0.501
C 2.07 2.85 -1.38  -0.305
N 3.04 3.15 -0.73  -0.544
C 0.92 1.41 -3.28  0.251
Br -0.86 0.44 -3.38  -0.006
C 1.87 0.39 -2.44  -0.067
N 2.67 -0.25 -1.80  -0.604
C 1.62 1.59 -4.70  -0.756
C 1.75 0.25 -5.58  -0.327
C 2.97 0.51 -6.65  -0.999
H -3.86 4.22 -5.07  0.289
H -4.17 3.40 -3.42  0.198
H -2.98 2.60 -4.56  0.217
H -2.27 5.61 -3.76  0.301
H -2.16 4.36 -2.37  0.324
H -0.83 3.04 -4.77  0.339
H -0.53 4.84 -5.02  0.340
H 0.14 4.87 -2.36  0.497
H 1.84 4.47 -4.97  0.274
H 2.78 4.52 -3.39  0.334
H 1.66 5.95 -3.88  0.387
H -0.11 2.58 -1.67  0.543
H 2.70 1.96 -4.50  0.421
H 1.13 2.38 -5.38  0.345
H 0.80 0.17 -6.23  0.250
H 1.95 -0.71 -4.97  0.346
H 2.69 0.22 -7.72  0.324
H 3.94 0.05 -6.26  0.280
H 3.15 1.66 -6.67  0.269
Cl 0.72 -1.53 2.54  -0.138
C 1.62 -0.21 1.74  -0.348
C 2.81 0.26 2.56  -0.419
Cl 2.31 1.10 4.05  -0.233
H 0.92 0.61 1.55  0.317
H 1.96 -0.60 0.78  0.128
H 3.40 0.97 1.98  0.292
H 3.45 -0.58 2.84  0.363
Cl -0.34 -4.33 7.40  -0.147
C 0.91 -4.80 6.21  -0.556
C 0.85 -3.95 4.96  -0.521
Cl -0.62 -4.26 4.00  -0.207
H 0.77 -5.86 5.99  0.315
H 1.87 -4.68 6.70  0.353
H 1.70 -4.18 4.32  0.340
H 0.88 -2.88 5.20  0.426
Cl -3.41 -2.23 -4.20  -0.178
C -4.78 -1.97 -3.09  -0.464
C -5.52 -0.68 -3.39  -0.503
Cl -4.55 0.76 -3.02  -0.120
H -4.39 -1.98 -2.07  0.301
H -5.45 -2.82 -3.21  0.346
H -6.42 -0.63 -2.78  0.329
H -5.82 -0.63 -4.44  0.286
Cl -6.13 -3.18 7.15  -0.192
C -4.51 -2.73 7.74  -0.320
C -4.13 -3.50 8.99  -0.350
Cl -5.11 -3.04 10.40  -0.191
H -4.51 -1.65 7.92  0.336
H -3.81 -2.94 6.94  0.200
H -3.08 -3.30 9.24  0.186
H -4.23 -4.58 8.84  0.326
Cl 0.47 -8.54 -0.74  -0.191
C -0.15 -7.65 0.67  -0.438
C 0.96 -7.14 1.56  -0.010
Cl 1.81 -8.47 2.40  -0.192
H -0.84 -8.30 1.21  0.326
H -0.73 -6.80 0.28  0.287
H 0.55 -6.49 2.34  -0.089
H 1.70 -6.57 1.00  0.319
Cl 4.00 6.86 2.35  -0.205
C 4.02 5.08 2.51  -0.154
C 3.45 4.62 3.84  0.037
Cl 4.49 5.06 5.21  -0.205
H 5.05 4.74 2.38  0.338
H 3.42 4.68 1.69  0.011
H 3.35 3.53 3.84  -0.171
H 2.46 5.04 4.02  0.357

Calculated values
- SMILES = CCC[C@H](C)[C@H](C#N)[C@](Br)(C#N)CCC.ClCCCl.ClCCCl.ClCCCl.ClCCCl.ClCCCl.ClCCCl
- gap between HOMO and LUMO (eV) = 10.427
- LUMO level (eV) = 0.0